[1]
Computed, not measured: a single C2H4N2O2S2 molecule at a distorted geometry, with ωB97M-V/def2-TZVPD.

Output
E: -30882.6355 eV
LUMO level: 0.298 eV
SMILES string: O=CO/C(=N/S)NS
HOMO-LUMO gap: 9.1211 eV
Relative energy (zero: lowest compared OMol25 entry of this formula, charge and spin): 108.1 kJ/mol

```
! RIJCOSX wB97M-V def2-TZVPD def2/J DEFGRID3
* xyz 0 1
O -0.178 -2.343 0.273
C 0.608 -2.042 -0.584
O 1.116 -0.827 -1.013
C 0.482 0.285 -0.497
N -0.224 1.044 -1.264
S -0.976 2.373 -0.457
N 0.505 0.485 0.870
S -0.927 -0.013 1.828
H 1.067 -2.803 -1.259
H -1.616 2.633 -1.661
H 1.343 0.016 1.358
H -1.199 1.194 2.407
*
```

[2]
Computed, not measured: a molecular structure, C6H18B2BeF8O6 at a distorted geometry, with ωB97M-V/def2-TZVPD.

Output
E: -42300.4779 eV
LUMO level: -2.127 eV
HOMO-LUMO gap: 8.3564 eV
Relative energy (zero: lowest compared OMol25 entry of this formula, charge and spin): 285.0 kJ/mol

```
! RIJCOSX wB97M-V def2-TZVPD def2/J DEFGRID3
* xyz 0 1
Be -0.340 0.429 -0.302
B -2.809 -0.241 -1.653
F -2.959 0.938 -0.907
F -2.102 -1.248 -0.928
F -3.994 -0.677 -2.129
F -1.819 0.064 -2.640
B 2.323 0.569 1.104
F 2.845 1.617 1.816
F 2.053 1.059 -0.132
F 3.128 -0.527 1.033
F 1.125 0.114 1.681
C 0.896 1.045 -3.348
C 0.634 2.406 -2.706
O -0.584 2.465 -1.984
O 1.252 0.079 -2.378
H 1.683 1.114 -4.100
H 0.098 0.686 -3.998
H 0.590 3.167 -3.485
H 1.562 2.566 -2.158
H -1.315 2.484 -2.607
H 2.039 -0.365 -2.702
C -1.145 2.136 2.335
C -2.125 0.900 2.351
O -1.378 -0.183 2.023
O -1.123 2.781 1.045
H -0.161 1.871 2.723
H -1.490 2.841 3.090
H -2.853 1.043 1.553
H -2.741 0.497 3.156
H -1.027 -0.607 2.810
H -0.657 3.608 1.190
C 1.144 -3.488 1.714
C 0.146 -3.215 0.532
O 0.631 -1.965 -0.104
O 2.505 -3.720 1.237
H 0.663 -4.337 2.200
H 1.068 -2.729 2.494
H -0.900 -3.463 0.717
H 0.380 -4.032 -0.151
H 1.569 -2.047 -0.293
H 3.192 -3.635 1.902
*
```

[3]
Computed, not measured: a single C5H12N2 molecule at a distorted geometry, with ωB97M-V/def2-TZVPD.

Output
E: -8358.7495 eV
LUMO level: 1.094 eV
SMILES string: C[C@@H](N)C/C=C/N
HOMO-LUMO gap: 9.0781 eV
Relative energy (zero: lowest compared OMol25 entry of this formula, charge and spin): 133.8 kJ/mol

```
! RIJCOSX wB97M-V def2-TZVPD def2/J DEFGRID3
* xyz 0 1
C -1.850 1.020 -1.100
C -0.612 0.179 -1.412
N -0.155 0.366 -2.810
C 0.538 0.336 -0.390
C 0.177 -0.085 1.036
C 1.015 -0.833 1.761
N 0.947 -1.141 3.118
H -2.275 0.597 -0.177
H -1.703 2.064 -0.844
H -2.588 0.738 -1.848
H -0.939 -0.863 -1.402
H 0.407 1.212 -2.885
H 0.515 -0.376 -2.968
H 1.156 1.221 -0.312
H 1.155 -0.505 -0.752
H -0.787 0.198 1.452
H 1.810 -1.334 1.215
H 0.288 -0.569 3.601
H 1.829 -1.289 3.541
*
```

[4]
Computed, not measured: a single C3H4N4O molecule at a distorted geometry, with ωB97M-V/def2-TZVPD.

Output
E: -11180.5502 eV
LUMO level: -0.968 eV
SMILES string: [H]/N=C1/N=CC(=O)N1N
HOMO-LUMO gap: 9.2080 eV
Relative energy (zero: lowest compared OMol25 entry of this formula, charge and spin): 329.9 kJ/mol

```
! RIJCOSX wB97M-V def2-TZVPD def2/J DEFGRID3
* xyz 0 1
H -1.847 -0.695 -1.746
N -1.654 0.359 -1.739
C -0.852 0.373 -0.764
N -0.308 1.658 -0.420
C 0.485 1.584 0.653
C 0.822 0.009 0.855
O 1.966 -0.512 1.142
N -0.202 -0.662 0.110
N -0.384 -2.028 0.111
H 1.126 2.541 0.877
H -0.299 -2.367 1.198
H 0.404 -2.467 -0.356
*
```

[5]
Computed, not measured: a single C4H7N3O molecule at a distorted geometry, with ωB97M-V/def2-TZVPD.

Output
E: -10773.9341 eV
LUMO level: 0.292 eV
SMILES string: [H]/N=C(N=C)\C(C)=N/O
HOMO-LUMO gap: 8.6747 eV
Relative energy (zero: lowest compared OMol25 entry of this formula, charge and spin): 560.9 kJ/mol

```
! RIJCOSX wB97M-V def2-TZVPD def2/J DEFGRID3
* xyz 0 1
H -1.736 2.154 -0.745
N -1.544 1.162 -0.824
C -0.445 0.672 -0.652
N -0.136 -1.048 -1.006
C -1.145 -1.758 -0.833
C 0.628 0.337 0.317
C 2.021 0.688 -0.099
N 0.410 0.092 1.563
O -0.950 -0.212 1.851
H -1.179 -2.745 -1.295
H -2.091 -1.324 -0.473
H 2.228 0.326 -1.108
H 2.149 1.774 -0.091
H 2.725 0.218 0.587
H -0.937 -0.337 2.808
*
```

[6]
Computed, not measured: a molecular structure, C29H25N3O10PbS, with ωB97M-V/def2-TZVPD.

Output
E: -71503.2876 eV
LUMO level: -0.925 eV
HOMO-LUMO gap: 7.4856 eV
Relative energy (zero: lowest compared OMol25 entry of this formula, charge and spin): 14.6 kJ/mol

```
! RIJCOSX wB97M-V def2-TZVPD def2/J DEFGRID3
* xyz 0 1
Pb -0.422 -0.370 0.447
O 0.673 2.342 -1.225
C -0.309 3.086 -1.793
C -1.239 3.865 -1.133
C -2.156 4.525 -1.927
C -2.137 4.414 -3.324
C -1.202 3.634 -3.969
C -0.275 2.951 -3.181
C 0.796 2.057 -3.427
N 1.332 1.698 -2.284
N 2.382 0.935 -2.113
C 2.679 0.352 -0.936
O 2.001 0.374 0.111
C 3.969 -0.392 -0.961
C 4.423 -0.953 0.231
C 5.622 -1.646 0.263
C 6.374 -1.781 -0.895
C 5.909 -1.252 -2.091
C 4.713 -0.555 -2.128
H -1.253 3.929 -0.053
H -2.913 5.141 -1.462
H -2.872 4.956 -3.903
H -1.192 3.532 -5.045
H 1.188 1.665 -4.348
H 3.815 -0.830 1.116
H 5.968 -2.074 1.195
H 7.325 -2.298 -0.866
H 6.487 -1.376 -2.998
H 4.345 -0.134 -3.053
O 0.018 -2.174 2.011
C -0.406 -2.291 3.165
C -1.011 -1.327 4.035
C -1.302 -1.786 5.327
C -1.811 -0.959 6.291
C -2.065 0.397 5.996
C -1.813 0.871 4.748
C -1.293 0.049 3.692
O -1.119 0.569 2.547
N -2.056 -1.470 7.620
O -2.433 -0.682 8.473
O -1.880 -2.661 7.825
H -0.283 -3.283 3.632
H -1.112 -2.820 5.589
H -2.463 1.033 6.774
H -2.003 1.906 4.496
C 1.353 -2.893 -1.639
O 0.511 -1.742 -1.694
H 1.509 -3.296 -2.642
H 0.929 -3.674 -1.004
H 2.315 -2.576 -1.238
H -0.341 -2.009 -2.096
C -8.659 -0.710 -2.179
C -7.176 -0.869 -1.981
C -6.324 -0.985 -3.076
C -4.956 -1.122 -2.902
C -4.439 -1.141 -1.618
C -5.268 -1.047 -0.512
C -6.633 -0.912 -0.698
S -2.690 -1.305 -1.397
O -2.209 -2.231 -2.411
O -2.464 -1.785 -0.019
O -2.093 0.039 -1.550
H -8.890 -0.520 -3.226
H -9.041 0.121 -1.586
H -9.189 -1.611 -1.866
H -6.739 -0.979 -4.077
H -4.283 -1.228 -3.743
H -4.829 -1.093 0.477
H -7.287 -0.849 0.163
*
```

[7]
Computed, not measured: 16 unconnected molecules or ions with the total composition C2H35NO17 at a distorted geometry, with ωB97M-V/def2-TZVPD.

Output
E: -38937.2622 eV
LUMO level: 0.120 eV
HOMO-LUMO gap: 10.2825 eV
Relative energy (zero: lowest compared OMol25 entry of this formula, charge and spin): 421.9 kJ/mol

```
! RIJCOSX wB97M-V def2-TZVPD def2/J DEFGRID3
* xyz 0 1
O 1.084 0.302 0.943
C 0.445 -0.549 0.331
N -0.896 -0.539 0.329
C -1.593 0.550 1.152
O -2.798 0.998 0.470
H 0.938 -1.381 -0.246
H -1.392 -1.264 -0.047
H -1.867 0.094 2.134
H -0.760 1.416 1.235
H -2.325 1.212 -0.419
H 0.932 4.699 0.087
H 0.120 3.455 -0.084
O 0.116 4.176 0.361
H -3.541 -1.434 1.086
H -4.070 -2.416 0.030
O -3.316 -2.251 0.554
H 1.913 1.535 -4.779
H 0.750 1.869 -3.941
O 1.518 2.267 -4.163
H 2.893 0.851 0.115
H 4.132 1.550 -0.594
O 3.267 1.044 -0.714
H 1.947 -2.671 4.231
H 1.287 -1.528 3.701
O 1.505 -2.401 3.428
H -1.703 -3.863 3.256
H -0.261 -3.853 3.306
O -0.982 -4.029 3.915
H 0.413 0.830 2.532
H -0.389 1.352 3.774
O -0.045 0.603 3.432
H 3.422 0.021 -3.602
H 2.756 0.571 -2.359
O 2.524 -0.007 -3.129
H -0.929 -2.789 -3.145
H -1.922 -2.805 -2.023
O -1.870 -2.471 -3.017
H 1.762 2.009 -0.738
H 1.606 2.573 -2.162
O 1.600 2.774 -1.308
H -1.247 3.936 -1.054
H -1.035 3.382 -2.528
O -1.625 3.787 -1.898
H 1.856 -4.241 1.087
H 1.843 -2.894 1.865
O 1.625 -3.302 1.039
H -1.017 -4.461 0.069
H -0.562 -3.207 0.536
O -1.052 -3.600 -0.176
H -0.317 3.759 3.364
H -0.086 3.468 1.985
O -0.063 3.129 2.815
H -1.532 0.403 -4.351
H -1.719 -0.765 -3.280
O -1.344 0.102 -3.407
*
```

[8]
Computed, not measured: a single C4H5ClFNO molecule at a distorted geometry, with ωB97M-V/def2-TZVPD.

Output
E: -23001.9870 eV
LUMO level: 0.186 eV
SMILES string: FCC1=NOC[C@H]1Cl
HOMO-LUMO gap: 10.0419 eV
Relative energy (zero: lowest compared OMol25 entry of this formula, charge and spin): 418.2 kJ/mol

```
! RIJCOSX wB97M-V def2-TZVPD def2/J DEFGRID3
* xyz 0 1
F -2.809 0.214 0.423
C -1.873 -0.688 -0.485
C -0.429 -0.446 -0.156
N 0.428 -1.276 -0.686
O 1.798 -0.892 -0.371
C 1.796 0.329 0.481
C 0.295 0.658 0.396
Cl -0.034 2.171 -0.560
H -2.083 -1.840 -0.206
H -2.041 -0.384 -1.697
H 2.436 1.068 0.055
H 2.549 -0.075 1.356
H -0.032 1.160 1.450
*
```